Entry 1:
# C5H12NO

The ion C5H12NO with charge -1 at a distorted geometry (wB97M-V/def2-TZVPD, the OMol25 dataset).

Positions of all 19 atoms, in Å:
O  -1.351  2.089  -0.412
N  0.539  0.643  1.479
C  -0.598  -1.036  -1.865
C  -0.367  0.018  0.526
C  0.272  -0.219  -0.883
C  1.838  -0.032  1.606
C  -1.610  0.885  0.173
H  2.566  0.178  0.822
H  0.760  1.513  0.993
H  2.260  0.255  2.577
H  1.262  -0.691  -0.805
H  0.358  0.797  -1.296
H  -1.300  -1.652  -1.290
H  0.054  -1.623  -2.514
H  1.781  -1.125  1.648
H  -2.316  0.208  -0.340
H  -0.821  -0.900  0.923
H  -2.110  1.089  1.149
H  -1.218  -0.397  -2.491

Results
* charge: -1
* HOMO level: -2.2382 eV
* energy above the lowest of the compared OMol25 structures with the same formula, charge and spin: 18.6 kcal/mol
* gap between HOMO and LUMO: 6.255 eV



Entry 2:
# C5H12NO

The ion C5H12NO with charge -1 at a distorted geometry (wB97M-V/def2-TZVPD, the OMol25 dataset).

Positions of all 19 atoms, in Å:
O  -2.740  -0.503  -1.900
N  -0.583  1.097  -1.263
C  2.302  0.502  0.343
C  -0.007  -0.490  0.809
C  -0.578  -0.302  -0.695
C  -2.073  -0.865  -0.754
C  1.094  0.343  1.272
H  2.953  -0.390  0.047
H  -0.785  1.750  -0.460
H  -2.526  -0.312  0.123
H  -1.998  -2.033  -0.512
H  -1.532  1.114  -1.729
H  1.391  -0.084  2.243
H  3.010  1.306  0.663
H  0.396  -1.556  0.871
H  -0.168  -1.170  -1.464
H  0.835  1.401  1.417
H  -0.830  -0.576  1.614
H  1.838  0.770  -0.628

Results
* charge: -1
* HOMO level: -2.5334 eV
* energy above the lowest of the compared OMol25 structures with the same formula, charge and spin: 32.5 kcal/mol
* gap between HOMO and LUMO: 6.375 eV



Entry 3:
# C5H12NO

The ion C5H12NO with charge -1 at a distorted geometry (wB97M-V/def2-TZVPD, the OMol25 dataset).

Positions of all 19 atoms, in Å:
O  -1.653  2.157  0.847
N  0.360  -2.931  -0.501
C  0.919  0.443  0.274
C  0.127  -1.997  0.630
C  -1.020  2.146  -0.324
C  0.493  1.863  -0.210
C  -0.261  -0.560  0.210
H  -0.462  -3.527  -0.533
H  1.018  -1.914  1.261
H  -1.428  1.414  -1.081
H  1.214  0.525  1.329
H  -1.057  3.113  -0.904
H  0.288  -2.375  -1.348
H  0.871  2.544  0.563
H  -0.485  -0.539  -0.868
H  1.779  0.013  -0.252
H  1.065  2.079  -1.120
H  -1.077  -0.117  0.770
H  -0.692  -2.337  1.257

Results
* charge: -1
* HOMO level: -2.3439 eV
* energy above the lowest of the compared OMol25 structures with the same formula, charge and spin: 18.2 kcal/mol
* gap between HOMO and LUMO: 6.341 eV



Entry 4:
# C5H12NO

The ion C5H12NO with charge -1 at a distorted geometry (wB97M-V/def2-TZVPD, the OMol25 dataset).

Positions of all 19 atoms, in Å:
O  1.706  -0.376  2.275
N  1.575  -0.154  -0.232
C  0.281  -0.216  -0.733
C  1.854  -1.047  1.096
C  -0.087  1.113  -1.557
C  -0.728  -0.466  0.398
C  -1.954  0.495  0.434
H  -1.118  0.992  -1.967
H  1.276  -1.953  1.004
H  2.839  -1.537  0.940
H  -0.358  -0.232  1.404
H  0.387  -1.073  -1.412
H  -2.384  0.609  -0.520
H  0.526  1.175  -2.457
H  1.843  0.647  0.291
H  -1.109  -1.480  0.238
H  0.178  1.933  -0.899
H  -1.889  1.590  0.684
H  -2.834  -0.019  1.013

Results
* charge: -1
* HOMO level: -2.5732 eV
* energy above the lowest of the compared OMol25 structures with the same formula, charge and spin: 42.1 kcal/mol
* gap between HOMO and LUMO: 6.534 eV



Entry 5:
# C5H12NO

A structure of composition C5H12NO at a distorted geometry (wB97M-V/def2-TZVPD, the OMol25 dataset).

Positions of all 19 atoms, in Å:
O  1.843  2.694  1.016
N  -0.949  -0.875  -1.054
C  0.778  0.824  -0.218
C  -1.842  -1.649  -0.167
C  0.949  2.290  0.161
C  -0.828  -2.340  0.765
C  -0.553  0.518  -0.890
H  0.651  2.508  -0.976
H  2.982  -4.473  0.191
H  1.725  0.164  -0.409
H  -1.249  1.175  -0.374
H  -2.071  -2.438  -1.072
H  -1.258  -3.006  1.538
H  -0.302  -1.492  1.308
H  -0.204  -2.975  0.139
H  -0.707  1.000  -1.862
H  3.290  -3.715  0.375
H  0.325  1.428  0.909
H  -2.585  -1.464  0.659

Results
* charge: -1
* HOMO level: -1.6866 eV
* energy above the lowest of the compared OMol25 structures with the same formula, charge and spin: 199.7 kcal/mol
* gap between HOMO and LUMO: 5.370 eV



Entry 6:
# C5H12NO

A cluster of 2 separate species, C5H12NO in total at a distorted geometry (wB97M-V/def2-TZVPD, the OMol25 dataset).

Positions of all 19 atoms, in Å:
O  0.672  -0.774  -0.237
N  -1.514  2.561  0.557
C  -1.173  1.126  0.542
C  -0.821  3.317  -0.174
C  1.762  -1.551  -0.486
C  1.951  -2.634  0.577
C  -2.057  0.282  -0.371
H  1.722  -2.037  -1.492
H  -1.871  -0.771  -0.182
H  -0.757  4.383  0.054
H  -1.184  0.748  1.564
H  1.035  -3.232  0.625
H  2.049  -2.176  1.565
H  -3.106  0.547  -0.183
H  -0.256  2.934  -1.036
H  2.694  -0.925  -0.487
H  -1.817  0.491  -1.414
H  2.820  -3.280  0.384
H  -0.149  0.988  0.192

Results
* charge: -1
* HOMO level: -2.4983 eV
* energy above the lowest of the compared OMol25 structures with the same formula, charge and spin: 31.8 kcal/mol
* gap between HOMO and LUMO: 6.512 eV



Entry 7:
# C5H12NO

The ion C5H12NO with charge -1 (wB97M-V/def2-TZVPD, the OMol25 dataset).

Positions of all 19 atoms, in Å:
O  3.523  0.211  -0.730
N  -2.467  0.592  -0.576
C  0.151  0.366  1.005
C  2.448  -0.239  -0.090
C  1.323  0.805  0.114
C  -0.699  -0.783  0.425
C  -1.468  -0.427  -0.827
H  -0.742  -0.033  -1.532
H  -1.309  -1.202  1.235
H  -3.005  0.903  -1.368
H  0.926  1.178  -0.832
H  2.645  -0.624  0.956
H  1.914  -1.112  -0.576
H  -3.093  0.416  0.201
H  -1.858  -1.356  -1.277
H  -0.562  1.187  1.151
H  1.733  1.684  0.591
H  -0.020  -1.594  0.182
H  0.558  0.027  1.950

Results
* charge: -1
* HOMO level: -2.0532 eV
* energy above the lowest of the compared OMol25 structures with the same formula, charge and spin: 14.1 kcal/mol
* gap between HOMO and LUMO: 5.715 eV



Entry 8:
# C5H12NO

The ion C5H12NO with charge -1 (wB97M-V/def2-TZVPD, the OMol25 dataset).

Positions of all 19 atoms, in Å:
O  2.299  -0.777  0.463
N  -0.252  1.297  -1.285
C  -1.460  0.648  1.136
C  -0.645  -0.459  0.468
C  -1.637  -1.413  -0.229
C  0.312  0.126  -0.587
C  1.735  0.349  0.016
H  -1.888  -1.020  -1.218
H  1.625  1.119  0.843
H  -2.039  1.139  0.358
H  -0.133  2.098  -0.664
H  0.520  -0.648  -1.322
H  -2.591  -1.455  0.300
H  -2.236  0.203  1.763
H  0.348  1.460  -2.084
H  2.262  0.925  -0.794
H  -0.019  -1.006  1.181
H  -0.789  1.293  1.709
H  -1.301  -2.432  -0.374

Results
* charge: -1
* HOMO level: -2.3391 eV
* energy above the lowest of the compared OMol25 structures with the same formula, charge and spin: 6.1 kcal/mol
* gap between HOMO and LUMO: 6.392 eV



> Which formula does entry 2 have?

C5H12NO